(1)
An isolated ion of composition C3H3N2S and charge +1 in a non-equilibrium geometry. Source: the Open Molecules 2025 dataset; level of theory: ωB97M-V/def2-TZVPD.

Output
Net charge = +1

Cartesian coordinates (Å):
1 C 1.9356 1.6249 -0.1743
2 C 1.2355 -0.7131 -0.0307
3 C -0.1668 -0.8091 -0.0750
4 N 1.7819 0.4569 -0.1164
5 N -0.9864 0.2923 -0.0112
6 S -2.5135 0.5889 -0.1451
7 H 2.0032 -1.4902 0.2080
8 H -0.6848 -1.8272 -0.1908
9 H -2.6047 1.8767 0.5355

Here are the Löwdin charges for atoms 1 to 4, given in e: 0.220 -0.032 -0.137 -0.004

=====

(2)
C3H3N2S2 as an isolated structure in a non-equilibrium geometry. Source: the Open Molecules 2025 dataset; level of theory: ωB97M-V/def2-TZVPD.

Output
Net charge = -1

Cartesian coordinates (Å):
1 C 2.4808 -0.8568 0.0952
2 C 0.2775 0.1720 0.1776
3 C -0.9588 0.6700 0.1428
4 N 1.2668 -0.5121 -0.0251
5 N -1.4026 1.8365 0.2541
6 S -2.7495 -0.7583 0.2501
7 S 3.8306 -0.0650 -0.4223
8 H 2.5290 -1.7939 0.5034
9 H -2.4648 1.9084 0.0581
10 H -2.8092 -0.6008 -1.0340

Here are the Löwdin charges for atoms 1 to 4, given in e: -0.838 -0.076 -0.542 0.006

=====

(3)
An isolated ion of composition C3H3N2S2 and charge -1 in a non-equilibrium geometry. Source: the Open Molecules 2025 dataset; level of theory: ωB97M-V/def2-TZVPD.

Output
Net charge = -1

Cartesian coordinates (Å):
1 C 0.3228 -0.8945 -0.1071
2 C -1.0880 -0.8290 -0.1103
3 C 1.2430 1.5220 0.0233
4 N 1.0819 0.1911 0.0684
5 N -1.6764 0.2143 0.2923
6 S 2.7901 0.4017 0.1318
7 S -3.2194 0.5434 0.1237
8 H 0.8376 -1.7940 -0.6164
9 H -1.5162 -1.5185 -0.7752
10 H 1.2246 2.1636 0.9696

Here are the Löwdin charges for atoms 1 to 4, given in e: -0.138 -0.404 -0.365 -0.587

=====

(4)
A 2-piece molecular cluster, C3H3N3 overall in a non-equilibrium geometry. Source: the Open Molecules 2025 dataset; level of theory: ωB97M-V/def2-TZVPD.

Output
Structure (SMILES) = C=C=C=N.N#N

Cartesian coordinates (Å):
1 C -1.4602 -1.0957 1.4117
2 C -0.7038 -0.2592 0.6578
3 C 0.1677 0.5792 0.2552
4 N 0.9589 1.3945 -0.2144
5 H -0.8282 -1.5975 2.1941
6 H -2.5075 -1.1605 1.1616
7 H 1.8582 1.4654 0.1983
8 N 1.5831 0.3377 -2.3878
9 N 0.9317 0.3360 -3.2765

Here are the Löwdin charges for atoms 1 to 4, given in e: 0.023 -0.100 -0.237 0.091

=====

(5)
A 2-piece molecular cluster, C3H3N3O overall in a non-equilibrium geometry. Source: the Open Molecules 2025 dataset; level of theory: ωB97M-V/def2-TZVPD.

Cartesian coordinates (Å):
1 C -2.2434 1.3393 -0.0154
2 C -2.1694 -2.0756 -0.0077
3 C 1.1480 0.9264 -0.1249
4 N -1.8433 2.4129 0.1016
5 N -2.3952 -0.9345 0.0313
6 N -2.8177 0.1910 -0.1694
7 O 0.6858 -0.1774 -0.0982
8 H -2.0095 -3.0630 0.2997
9 H 2.2317 1.1164 -0.0444
10 H 0.5164 1.8217 -0.2341

Here are the Löwdin charges for atoms 1 to 4, given in e: -0.354 0.202 -0.142 0.120

=====

(6)
A single C3H3N3O molecule. Source: the Open Molecules 2025 dataset; level of theory: ωB97M-V/def2-TZVPD.

Output
Structure (SMILES) = Oc1cnncn1

Cartesian coordinates (Å):
1 O 1.5404 -0.5426 0.5907
2 C 0.9704 -0.0504 -0.4576
3 C 0.4389 1.3161 -0.2628
4 N -0.5837 1.1553 0.5005
5 N -0.9669 -0.1273 0.8764
6 C -0.9624 -0.9231 -0.2730
7 N 0.0863 -0.8923 -1.0418
8 H 0.4650 -0.6077 1.1087
9 H 0.7947 2.2875 -0.5831
10 H -1.7826 -1.6156 -0.4580

Here are the Löwdin charges for atoms 1 to 4, given in e: 0.045 -0.392 -0.053 0.049

=====

(7)
A 2-piece molecular cluster, C3H3N3O overall in a non-equilibrium geometry. Source: the Open Molecules 2025 dataset; level of theory: ωB97M-V/def2-TZVPD.

Cartesian coordinates (Å):
1 N -0.9883 -2.0969 -0.3338
2 C -0.7518 -0.8978 -0.4485
3 N 1.1186 0.7994 -0.5612
4 N 1.7534 0.9246 -1.5642
5 O -0.4053 0.6193 2.7901
6 C 0.3346 0.7995 1.9509
7 C -0.4236 0.3711 -0.4448
8 H -0.8961 -2.6356 -1.1942
9 H 1.4417 0.9850 0.4097
10 H -1.1831 1.1313 -0.6039

Here are the Löwdin charges for atoms 1 to 4, given in e: 0.147 -0.209 -0.219 0.068

=====

(8)
A single C3H3N3O molecule in a non-equilibrium geometry. Source: the Open Molecules 2025 dataset; level of theory: ωB97M-V/def2-TZVPD.

Output
Structure (SMILES) = O=Nc1c[nH]cn1

Cartesian coordinates (Å):
1 O -2.9543 0.1484 -0.0954
2 N -2.1616 -0.8365 -0.0980
3 C -0.8510 -0.3196 0.0880
4 C -0.1422 0.8664 0.0251
5 N 1.1575 0.5221 -0.1738
6 C 1.2574 -0.8361 -0.0594
7 N 0.1018 -1.3450 -0.0194
8 H -0.6645 1.8580 0.4106
9 H 1.9132 1.1629 -0.2853
10 H 2.3439 -1.2206 0.2077

Here are the Löwdin charges for atoms 1 to 4, given in e: -0.062 0.050 -0.323 -0.048

=====

(9)
A single C3H3N3O2 molecule in a non-equilibrium geometry. Source: the Open Molecules 2025 dataset; level of theory: ωB97M-V/def2-TZVPD.

Output
Structure (SMILES) = O=[N+]([O-])C1=CN=NC1

Cartesian coordinates (Å):
1 O -2.0498 0.8472 -0.8209
2 N -1.6869 0.2664 0.1787
3 O -2.3936 -0.0866 1.1078
4 C -0.3676 -0.0558 0.2253
5 C 0.5100 -0.3175 1.1823
6 N 1.8354 -0.4916 0.7395
7 N 1.9873 -0.2263 -0.4512
8 C 0.7089 0.1856 -1.0688
9 H 0.1285 -0.7669 2.0949
10 H 0.6999 -0.5823 -1.9508
11 H 0.6281 1.2278 -1.2369

Here are the Löwdin charges for atoms 1 to 4, given in e: 0.106 -0.394 0.106 -0.110

=====

(10)
A single C3H3N3O2 molecule in a non-equilibrium geometry. Source: the Open Molecules 2025 dataset; level of theory: ωB97M-V/def2-TZVPD.

Output
Structure (SMILES) = O=Nc1c[nH]c(=O)[nH]1

Cartesian coordinates (Å):
1 O 2.5717 -0.8249 -0.0970
2 N 2.1299 0.2999 -0.1026
3 C 0.7625 0.2382 0.1399
4 C 0.0315 1.4371 -0.0080
5 N -1.3189 1.1248 -0.0297
6 C -1.4401 -0.3210 0.0662
7 O -2.4806 -1.0165 -0.1941
8 N -0.1365 -0.8145 0.2623
9 H 0.5381 2.4397 -0.1074
10 H -2.1023 1.6797 0.1694
11 H -0.0099 -1.7849 0.1678

Here are the Löwdin charges for atoms 1 to 4, given in e: -0.032 -0.016 -0.312 0.009

=====

(11)
A single C3H3N3O2 molecule in a non-equilibrium geometry. Source: the Open Molecules 2025 dataset; level of theory: ωB97M-V/def2-TZVPD.

Output
Structure (SMILES) = O=C/N=c1/nc[nH]o1

Cartesian coordinates (Å):
1 O 2.3782 0.9922 -0.0306
2 C 2.3787 -0.2771 -0.0047
3 N 1.2706 -1.1108 -0.1031
4 C 0.0776 -0.6184 -0.0312
5 N -1.0837 -1.1602 -0.0328
6 C -1.9866 -0.1777 0.0435
7 N -1.4128 0.9720 0.0106
8 O -0.1392 0.7723 -0.1800
9 H 3.4698 -0.8627 0.3269
10 H -3.0407 -0.4031 -0.1966
11 H -1.9120 1.8736 0.1980

Here are the Löwdin charges for atoms 1 to 4, given in e: -0.056 -0.323 0.108 -0.422

=====

(12)
A single C3H3N3O2 molecule in a non-equilibrium geometry. Source: the Open Molecules 2025 dataset; level of theory: ωB97M-V/def2-TZVPD.

Output
Structure (SMILES) = [H]/N=c1/[nH]cc(N=O)o1

Cartesian coordinates (Å):
1 H -2.5167 -1.8510 0.8734
2 N -1.5160 -1.8703 1.4049
3 C -0.7266 -0.9993 0.8474
4 N 0.4884 -0.5923 1.4331
5 C 1.0908 0.4145 0.7929
6 C 0.3152 0.6253 -0.2873
7 N 0.9158 1.3441 -1.3157
8 O 0.4500 1.3966 -2.4420
9 O -0.8928 -0.2323 -0.4090
10 H 0.6476 -0.6859 2.3695
11 H 2.1173 0.8087 0.7912

Here are the Löwdin charges for atoms 1 to 4, given in e: 0.126 0.107 -0.376 0.106

=====

(13)
A single C3H3N3O3 molecule in a non-equilibrium geometry. Source: the Open Molecules 2025 dataset; level of theory: ωB97M-V/def2-TZVPD.

Output
Structure (SMILES) = [H]/N=C1\N=CONC(=O)O1

Cartesian coordinates (Å):
1 H -2.0443 -1.6751 0.9233
2 N -1.2412 -1.9213 0.5381
3 C -0.8053 -1.0004 -0.1498
4 N -1.5064 0.1071 -0.5056
5 C -0.8491 1.1640 -0.4803
6 O 0.2328 1.8267 0.0693
7 N 1.1217 0.7990 0.5578
8 C 1.4989 -0.5195 -0.1552
9 O 2.5888 -0.9547 -0.3133
10 O 0.4954 -1.2110 -0.6278
11 H -1.2119 2.0859 -0.8290
12 H 1.7206 1.2992 0.9727

Here are the Löwdin charges for atoms 1 to 4, given in e: 0.015 0.239 -0.473 0.209

=====

(14)
A single C3H3N3O3 molecule in a non-equilibrium geometry. Source: the Open Molecules 2025 dataset; level of theory: ωB97M-V/def2-TZVPD.

Output
Structure (SMILES) = O=C=N/N=C\[C@H]1ON1O

Cartesian coordinates (Å):
1 O 2.9860 1.4397 -0.2676
2 C 2.4192 0.4069 -0.0724
3 N 1.7722 -0.5658 0.1912
4 N 1.0191 -1.6749 -0.0306
5 C -0.2322 -1.5954 0.0640
6 C -1.0517 -0.3998 0.2943
7 O -0.4849 0.5181 1.1036
8 N -0.6619 0.8198 -0.2575
9 O -1.6514 1.7328 -0.4198
10 H -0.8525 -2.5166 -0.1397
11 H -2.0444 -0.6819 0.4354
12 H -1.2175 2.5170 -0.9007

Here are the Löwdin charges for atoms 1 to 4, given in e: 0.112 -0.277 0.091 0.083

=====

(15)
A single C3H3N3OS molecule in a non-equilibrium geometry. Source: the Open Molecules 2025 dataset; level of theory: ωB97M-V/def2-TZVPD.

Output
Structure (SMILES) = O=C(S)n1ccnn1

Cartesian coordinates (Å):
1 O -1.0702 -1.8385 0.2968
2 C -0.8730 -0.7444 0.8116
3 S -1.5427 -0.1117 2.2845
4 N 0.0234 0.1243 0.1835
5 C 0.5082 -0.1405 -1.0425
6 C 1.1919 0.9319 -1.4372
7 N 1.2844 1.8206 -0.4080
8 N 0.5117 1.3892 0.6031
9 H -2.0345 -1.3184 2.6685
10 H 0.2506 -1.1037 -1.5993
11 H 1.7503 0.9911 -2.3611

Here are the Löwdin charges for atoms 1 to 4, given in e: 0.019 -0.815 0.881 -0.120

=====

(16)
A single C3H3N3S molecule in a non-equilibrium geometry. Source: the Open Molecules 2025 dataset; level of theory: ωB97M-V/def2-TZVPD.

Output
Structure (SMILES) = N#CN1CSC=N1

Cartesian coordinates (Å):
1 N -2.9564 -0.1575 -0.4607
2 C -1.9790 -0.1680 0.1204
3 N -0.5942 0.0386 0.5711
4 C 0.4498 -1.0063 0.3304
5 S 1.9899 -0.1349 -0.0748
6 C 1.0623 1.2962 -0.2523
7 N -0.1602 1.2349 0.0003
8 H 0.5680 -1.7274 1.1098
9 H 0.1271 -1.5156 -0.5766
10 H 1.4927 2.1401 -0.7676

Here are the Löwdin charges for atoms 1 to 4, given in e: 0.150 -0.208 -0.151 -0.403

=====

(17)
A single C3H3N3S molecule in a non-equilibrium geometry. Source: the Open Molecules 2025 dataset; level of theory: ωB97M-V/def2-TZVPD.

Output
Structure (SMILES) = S=Nc1c[nH]cn1

Cartesian coordinates (Å):
1 S 2.7457 0.6566 1.6436
2 N 2.1346 1.0274 0.2104
3 C 0.8386 0.4836 -0.1578
4 C -0.1336 0.0147 0.7858
5 N -1.2849 -0.2645 0.0507
6 C -0.8399 -0.1911 -1.3099
7 N 0.3857 0.2953 -1.4309
8 H -0.1884 -0.4764 1.7726
9 H -1.9924 -0.9145 0.4393
10 H -1.6654 -0.6310 -2.0037

Here are the Löwdin charges for atoms 1 to 4, given in e: 0.620 -0.433 -0.461 -0.084

=====

(18)
A single C3H3N3S molecule in a non-equilibrium geometry. Source: the Open Molecules 2025 dataset; level of theory: ωB97M-V/def2-TZVPD.

Cartesian coordinates (Å):
1 C -1.8556 -0.2996 -1.4383
2 C 0.7991 0.8322 0.1141
3 C 0.8982 -0.3992 1.0573
4 N -2.4631 -0.8501 -2.3014
5 N -0.2456 1.0464 -0.5073
6 N -1.4009 0.6131 -0.5734
7 S -0.5942 -1.3425 1.0366
8 H 1.7942 1.2964 -0.1924
9 H 1.9601 -0.8412 0.7825
10 H 1.1079 -0.0555 2.0223

Here are the Löwdin charges for atoms 1 to 4, given in e: -0.358 -0.129 -0.639 0.160

=====

(19)
A 2-piece molecular cluster, C3H3N4 overall in a non-equilibrium geometry. Source: the Open Molecules 2025 dataset; level of theory: ωB97M-V/def2-TZVPD.

Output
Net charge = -1

Cartesian coordinates (Å):
1 C 2.4526 -0.6449 -0.7126
2 C -1.5993 0.3098 0.5167
3 C -0.4823 0.7308 0.4624
4 N 2.4715 0.6636 -0.9708
5 N 3.1817 -0.9529 0.3572
6 N 3.2502 1.1684 -0.0140
7 N 3.6709 0.2188 0.7637
8 H -2.5885 -0.0420 0.5650
9 H 0.5104 1.0515 0.3742
10 H 1.8864 -1.3656 -1.2829

Here are the Löwdin charges for atoms 1 to 4, given in e: -0.404 -0.023 -0.001 -0.116

=====

(20)
C3H3N4 as an isolated structure in a non-equilibrium geometry. Source: the Open Molecules 2025 dataset; level of theory: ωB97M-V/def2-TZVPD.

Output
Net charge = +1

Cartesian coordinates (Å):
1 C -2.1943 -0.1690 -0.3793
2 C 0.9410 -0.1647 0.0976
3 C 0.0183 -0.4652 -0.9998
4 N -3.2230 0.1136 0.0320
5 N 1.5511 0.8918 -0.8467
6 N 0.5599 0.7236 -1.5593
7 N 0.8659 0.0982 1.3631
8 H -0.0972 -1.4656 -1.5158
9 H -0.0094 -0.0073 1.8475
10 H 1.5879 0.4445 1.9607

Here are the Löwdin charges for atoms 1 to 4, given in e: -0.078 -0.149 0.011 0.060

=====

Energy for every record listed, in sequence, given in a.u.: -623.37159; -1021.92140; -1021.86945; -280.30495; -355.46057; -355.44615; -355.45795; -355.49931; -430.65700; -430.79004; -430.75031; -430.72661; -505.95165; -505.89453; -753.76912; -678.47988; -678.47895; -678.39127; -335.08600; -334.58461.